(1)
{
  "formula": "C17H28N3O7P",
  "method": "ωB97M-V with the def2-TZVPD basis set",
  "species": ["C", "C", "O", "C", "C", "O", "C", "C", "C", "P", "N", "O", "O", "C", "O", "O", "C", "O", "H", "H", "H", "H", "H", "H", "H", "H", "H", "H", "H", "H", "H", "H", "C", "C", "C", "C", "N", "H", "H", "H", "H", "H", "H", "H", "C", "C", "C", "C", "N", "H", "H", "H", "H", "H", "H", "H"],
  "xyz": [[0.517473, 1.337470, 2.569957], [-0.686698, 1.742809, 1.525580], [-0.708419, 0.967357, 0.275802], [0.476052, 1.214306, -0.560437], [1.023950, -0.224540, -1.213823], [0.150068, -1.369584, -0.867190], [0.607425, -1.999516, 0.416055], [1.589294, -3.291621, 0.170102], [1.316344, -4.663097, -0.335836], [-0.376951, -5.389214, -0.834589], [-1.619324, -4.806399, 0.048587], [-0.252709, -7.139762, -0.557149], [-0.677613, -5.117215, -2.533815], [2.803287, -5.352486, -0.345848], [3.201597, -6.402464, -1.114383], [3.602550, -4.563022, 0.605649], [3.185224, -3.124163, 0.522329], [3.920765, -2.023832, 0.733396], [1.469385, 1.996709, 2.283351], [0.275217, 1.620449, 3.703093], [0.801642, 0.196748, 2.550783], [-1.706658, 1.486332, 2.091471], [-0.714907, 2.918257, 1.367800], [1.326421, 1.835362, -0.051763], [0.117164, 1.862157, -1.496611], [2.168588, -0.410641, -0.948865], [0.997510, -0.155613, -2.405568], [1.292059, -1.162341, 0.922018], [-0.270844, -2.189749, 1.170513], [-1.197484, -4.107451, 0.697807], [-1.163878, -7.556003, -0.597574], [0.168680, -5.424455, -3.003246], [-4.924678, 0.569986, -0.389554], [-5.591692, -0.197071, 0.747820], [-5.854391, 0.672897, 1.978515], [-4.539218, 1.213749, 2.515254], [-3.448130, 1.662423, 2.960528], [-3.937440, 0.944049, -0.100393], [-4.782830, -0.083174, -1.256421], [-5.539155, 1.422324, -0.701244], [-4.956044, -1.047809, 1.022414], [-6.542275, -0.607731, 0.390012], [-6.345138, 0.081622, 2.758771], [-6.511914, 1.511295, 1.723887], [4.843003, 4.485039, -1.353570], [3.519192, 5.184650, -1.062066], [2.335087, 4.217647, -1.004900], [2.182792, 3.512642, -2.342832], [2.056455, 2.927786, -3.452802], [4.836020, 3.999260, -2.334460], [5.663222, 5.209904, -1.356528], [5.061117, 3.725813, -0.593823], [3.342243, 5.944311, -1.833304], [3.598580, 5.710650, -0.104311], [1.413597, 4.764918, -0.779982], [2.486389, 3.470029, -0.218607]],
  "atomic_forces_ev_per_a": [[0.795, 0.896, -0.070], [-1.179, -0.265, 1.930], [2.177, 1.421, 0.878], [-0.483, 0.149, -1.742], [0.524, 0.428, -1.067], [2.035, -0.109, 1.828], [1.239, 1.529, 0.027], [-0.791, -2.089, -1.062], [3.173, 3.370, 1.314], [-2.987, -0.649, 0.746], [3.329, -0.399, -1.407], [-0.579, 2.992, -1.331], [3.001, -1.573, 2.753], [0.226, -3.801, -3.338], [-2.432, 7.601, 5.947], [-0.180, 1.205, -2.497], [1.284, 3.032, 0.612], [-5.068, -8.257, -1.355], [-1.773, -1.676, 0.707], [0.211, -0.555, -2.620], [-0.673, 2.296, -0.114], [2.498, 0.536, -1.689], [0.315, -2.351, 0.013], [-1.666, -1.549, -0.589], [0.762, -1.309, 2.033], [-2.457, 0.227, -0.271], [-0.132, -0.067, 2.722], [-1.370, -2.145, -0.819], [1.557, 0.050, -1.870], [-0.640, -0.617, -0.557], [1.275, 1.056, 0.073], [-1.701, 0.499, 0.584], [0.049, 0.014, -0.122], [0.198, -0.162, -0.384], [1.038, 0.163, 0.280], [7.148, 3.173, 3.240], [-9.085, -3.581, -3.317], [-0.109, -0.029, -0.003], [-0.035, 0.121, 0.123], [0.085, -0.092, 0.022], [-0.171, 0.125, 0.050], [0.055, 0.056, 0.204], [0.200, 0.215, 0.041], [0.231, -0.002, 0.115], [0.138, 0.005, -0.010], [0.379, 0.174, -0.105], [0.023, -0.218, -1.096], [-1.077, -4.091, -7.374], [1.052, 4.655, 8.819], [-0.059, 0.017, 0.139], [-0.104, -0.125, 0.044], [0.000, 0.085, -0.116], [-0.096, -0.118, 0.167], [-0.166, -0.084, -0.094], [0.017, -0.238, -0.154], [0.002, 0.061, -0.240]],
  "orbital_gap_ev": 7.241,
  "energy_ev": -46164.906,
  "mol_weight_g_mol": 417.4,
  "e_above_lowest_kj_mol": 869.19,
  "smiles": "CCOCCOCC1=C(P(=N)(O)O)C(=O)OC1=O.CCCC#N.CCCC#N"
}



(2)
{
  "formula": "C17H28N4",
  "method": "ωB97M-V with the def2-TZVPD basis set",
  "species": ["C", "N", "C", "C", "C", "C", "N", "N", "C", "C", "N", "C", "C", "C", "C", "C", "C", "C", "C", "C", "C", "H", "H", "H", "H", "H", "H", "H", "H", "H", "H", "H", "H", "H", "H", "H", "H", "H", "H", "H", "H", "H", "H", "H", "H", "H", "H", "H", "H"],
  "xyz": [[-1.019556, -4.071741, -3.267618], [-1.641978, -3.575035, -2.062113], [-2.367857, -2.325357, -2.244588], [-1.544850, -1.105037, -1.827965], [-1.284321, -1.102036, -0.308007], [-2.476259, -0.442590, 0.434577], [-2.493556, 1.004876, 0.288588], [0.004449, -0.465803, -0.010257], [0.272615, -0.231798, 1.400871], [1.779248, 0.001958, 1.563340], [2.225726, 1.159264, 0.822392], [2.220737, 2.421080, 1.398869], [1.711724, 2.674522, 2.677054], [1.798864, 3.932384, 3.242981], [2.386989, 4.980364, 2.558670], [2.902183, 4.744862, 1.294537], [2.827363, 3.490671, 0.726398], [1.859906, 1.002554, -0.568779], [0.349016, 0.760305, -0.713687], [-1.208543, -2.584909, 0.138006], [-0.681181, -3.482162, -0.971992], [-1.780770, -4.220121, -4.032285], [-0.559257, -5.034927, -3.048988], [-0.240644, -3.401393, -3.666517], [-2.658437, -2.233381, -3.293445], [-3.289752, -2.375442, -1.653545], [-0.592673, -1.156348, -2.357169], [-2.056500, -0.192945, -2.137370], [-3.405242, -0.920144, 0.079262], [-2.385944, -0.658228, 1.502559], [-3.232983, 1.400699, 0.859091], [-2.682816, 1.262457, -0.674582], [-0.019592, -1.094921, 1.998526], [-0.275851, 0.650692, 1.766546], [2.053894, 0.098879, 2.613208], [2.306729, -0.865739, 1.150823], [1.228287, 1.892493, 3.241207], [1.390504, 4.094479, 4.230740], [2.447274, 5.962501, 3.002486], [3.377976, 5.546561, 0.747496], [3.267405, 3.332443, -0.246681], [2.136566, 1.886096, -1.140589], [2.401201, 0.137844, -0.967505], [0.116143, 0.680163, -1.773010], [-0.188820, 1.628318, -0.300585], [-2.199225, -2.935312, 0.428960], [-0.552567, -2.686006, 0.999638], [0.292043, -3.090000, -1.311215], [-0.517671, -4.495091, -0.588329]],
  "atomic_forces_ev_per_a": [[-0.090, 0.004, 0.044], [0.037, -0.010, 0.014], [-0.158, 0.191, 0.087], [-0.102, -0.122, 0.066], [-0.356, -0.101, 0.195], [0.102, -0.273, -0.163], [-0.142, 0.151, -0.052], [-0.031, -0.005, -0.044], [0.308, -0.083, 0.144], [-0.228, -0.057, 0.249], [0.173, -0.291, -0.026], [0.144, 0.301, 0.205], [-0.064, -0.238, -0.056], [0.045, 0.181, 0.025], [-0.023, 0.115, 0.134], [-0.040, 0.035, -0.020], [-0.048, -0.009, -0.125], [-0.300, 0.080, -0.343], [0.406, 0.233, -0.139], [0.117, 0.020, -0.232], [-0.040, -0.178, 0.245], [0.035, -0.040, -0.081], [0.059, -0.047, -0.077], [0.040, 0.013, -0.013], [-0.043, -0.027, 0.062], [-0.035, 0.134, -0.112], [0.052, 0.094, -0.036], [0.058, 0.083, -0.107], [0.126, -0.052, 0.128], [-0.020, -0.089, -0.027], [0.055, 0.021, -0.119], [-0.033, 0.071, 0.108], [-0.020, 0.008, 0.014], [-0.022, -0.080, 0.017], [0.018, -0.009, -0.023], [-0.062, -0.001, 0.090], [-0.043, -0.085, 0.002], [-0.028, 0.000, 0.064], [0.007, 0.074, 0.039], [0.043, 0.042, -0.045], [0.047, -0.042, -0.054], [0.038, -0.050, 0.015], [-0.033, 0.060, -0.072], [-0.032, -0.006, -0.027], [0.077, -0.077, -0.103], [-0.079, -0.049, 0.077], [-0.064, 0.023, 0.075], [0.012, -0.010, -0.002], [0.138, 0.098, -0.001]],
  "orbital_gap_ev": 8.056,
  "energy_ev": -24043.255,
  "mol_weight_g_mol": 288.4,
  "smiles": "CN1CCC(CN)(N2CCN(c3ccccc3)CC2)CC1"
}



(3)
{
  "formula": "C17H28O6",
  "method": "ωB97M-V with the def2-TZVPD basis set",
  "species": ["C", "C", "C", "C", "C", "C", "C", "C", "C", "C", "C", "C", "O", "O", "C", "C", "O", "O", "C", "C", "C", "O", "O", "H", "H", "H", "H", "H", "H", "H", "H", "H", "H", "H", "H", "H", "H", "H", "H", "H", "H", "H", "H", "H", "H", "H", "H", "H", "H", "H", "H"],
  "xyz": [[-2.290270, -6.601369, -0.904587], [-3.037919, -6.368431, 0.403323], [-3.572436, -4.942922, 0.546692], [-2.472066, -3.896346, 0.709419], [-3.053652, -2.499725, 0.918098], [-1.993793, -1.433556, 1.196927], [-1.074063, -1.165609, 0.007493], [-0.130646, 0.005543, 0.274850], [0.784931, 0.276433, -0.916107], [1.846592, 1.340969, -0.642296], [1.238092, 2.723273, -0.368103], [0.839770, 2.869244, 1.091345], [1.555729, 2.606245, 2.021106], [-0.389758, 3.351537, 1.231824], [2.227184, 3.869050, -0.666793], [2.382538, 4.060189, -2.185789], [1.968414, 3.312285, -3.025040], [3.056110, 5.173680, -2.463642], [3.612591, 3.711286, -0.001206], [3.969614, 5.135005, 0.405483], [2.625057, 5.836425, 0.467325], [2.373474, 6.893734, 0.959131], [1.690157, 5.082963, -0.140993], [-1.386652, -5.999405, -0.951725], [-2.004334, -7.646998, -0.994960], [-2.920489, -6.344168, -1.753355], [-3.880587, -7.062333, 0.453941], [-2.376743, -6.591259, 1.244015], [-4.227674, -4.901735, 1.420755], [-4.177511, -4.696509, -0.329183], [-1.849546, -4.159406, 1.568165], [-1.839373, -3.895422, -0.177802], [-3.746079, -2.531002, 1.763381], [-3.628091, -2.213030, 0.033965], [-2.500144, -0.502051, 1.462881], [-1.392337, -1.737910, 2.056723], [-1.680113, -0.943861, -0.873956], [-0.481981, -2.055898, -0.209854], [0.476619, -0.212695, 1.156562], [-0.726723, 0.893428, 0.490657], [1.297536, -0.650091, -1.184468], [0.186520, 0.582239, -1.776339], [2.495091, 1.409229, -1.515341], [2.449819, 1.042045, 0.216985], [0.350177, 2.878559, -0.985438], [-0.604600, 3.496651, 2.167672], [3.115509, 5.311084, -3.423301], [4.334824, 3.261547, -0.679083], [3.508586, 3.081136, 0.881817], [4.477759, 5.203084, 1.364778], [4.574889, 5.644870, -0.345950]],
  "atomic_forces_ev_per_a": [[-0.053, -0.045, 0.242], [-0.147, 0.122, -0.172], [0.318, -0.161, 0.143], [-0.454, 0.106, -0.080], [0.328, -0.026, 0.178], [-0.176, -0.092, -0.327], [0.018, 0.232, 0.426], [0.008, -0.257, -0.399], [0.146, 0.109, 0.300], [-0.132, 0.003, -0.143], [0.117, 0.182, 0.003], [0.197, -0.066, -0.062], [0.114, -0.065, 0.209], [-0.724, 0.295, -0.082], [0.124, -0.307, -0.162], [-0.319, -0.322, 0.080], [-0.106, -0.147, -0.107], [0.388, 0.655, 0.024], [0.060, 0.001, 0.022], [-0.078, -0.062, -0.057], [0.779, 0.455, 0.396], [-0.122, -0.039, -0.058], [-0.572, -0.167, -0.187], [0.114, 0.047, -0.083], [0.071, -0.071, -0.088], [-0.036, 0.023, -0.138], [0.038, -0.049, 0.077], [-0.038, -0.055, 0.077], [-0.072, 0.063, -0.019], [-0.102, 0.026, -0.022], [0.114, -0.029, 0.027], [0.135, -0.028, -0.008], [-0.093, -0.017, -0.034], [-0.102, 0.024, -0.021], [0.047, 0.054, 0.075], [0.021, 0.040, 0.098], [-0.030, -0.049, -0.111], [0.021, -0.052, -0.107], [0.017, 0.048, 0.101], [-0.055, 0.039, 0.100], [-0.026, -0.040, -0.074], [-0.021, -0.032, -0.106], [0.057, 0.013, 0.043], [0.070, 0.033, -0.011], [0.069, -0.023, 0.022], [0.296, -0.136, -0.064], [-0.117, -0.259, 0.137], [0.004, -0.047, 0.005], [0.009, 0.005, -0.111], [-0.060, 0.056, -0.019], [-0.044, 0.014, 0.062]],
  "orbital_gap_ev": 10.901,
  "energy_ev": -30370.381,
  "mol_weight_g_mol": 328.4,
  "e_above_lowest_kj_mol": 5.12,
  "smiles": "CCCCCCCCCC[C@@H](C(=O)O)[C@]1(C(=O)O)CCC(=O)O1"
}



> What is the formula in the second record?

C17H28N4